[1]
125
Properties=species:S:1:pos:R:3:forces:R:3:lowdin_charge:R:1 method="wB97M-V/def2-TZVPD" lumo_energy_ev=-2.63 energy_ha=-3986.65378 homo_ev=-11.40 total_charge=+1
C 2.830 2.115 4.186 0.126 0.435 -0.291 0.134
C 2.722 1.718 3.061 -0.244 -0.029 0.081 -0.150
C 2.563 1.269 1.675 0.187 -0.492 0.452 -0.148
C 1.334 1.845 0.957 0.014 1.198 0.229 -0.171
N 0.094 0.953 1.064 0.446 -0.158 0.094 0.007
P -0.239 0.383 2.717 -0.712 -1.067 2.074 0.469
O 0.706 -0.622 3.167 0.285 0.062 -0.605 -0.182
O -0.265 1.754 3.509 -0.273 -0.014 -0.652 -0.071
O -1.736 -0.158 2.834 1.113 0.639 -0.909 -0.108
C 0.257 -0.106 -0.001 -0.716 0.231 -1.003 -0.135
C -0.574 -1.361 0.223 0.666 -0.314 0.685 -0.164
O -0.422 -2.123 -0.954 -0.438 0.174 -0.225 -0.014
C -0.750 -3.457 -0.758 0.186 -0.178 -0.151 -0.494
C -2.130 -3.841 -1.175 0.062 -0.011 -0.291 0.037
O 0.076 -4.203 -0.331 0.052 -0.159 0.208 0.142
C -0.169 0.622 -1.325 -0.016 -0.967 0.011 -0.266
N -1.606 0.604 -1.399 0.235 0.241 -0.078 -0.024
C -2.193 0.287 -2.720 -0.561 -0.198 0.514 -0.231
C -3.475 1.099 -2.977 0.240 0.063 -0.137 -0.070
N 0.432 1.952 -1.419 -0.766 0.715 1.184 -0.021
C -0.309 2.997 -2.088 0.073 0.600 -0.776 -0.217
C 0.296 3.563 -3.392 -0.955 0.684 0.322 -0.686
C -0.409 4.895 -3.727 0.695 -0.069 0.119 -0.105
Cl -0.019 2.399 -4.717 0.463 -0.123 0.021 0.676
C 1.573 2.261 -0.552 1.133 -1.253 -0.721 -0.313
C 2.829 1.494 -1.125 0.897 0.177 -0.331 -0.118
C 2.736 1.224 -2.601 0.055 -0.750 -0.250 -0.160
C 2.686 -0.027 -3.069 -0.024 0.198 0.233 0.029
C 1.905 3.763 -0.553 -0.948 0.501 0.301 -0.103
C 3.001 4.202 0.392 0.206 0.103 0.151 -0.747
O 4.166 4.092 0.244 0.021 -0.124 -0.089 0.094
Cl 2.381 5.045 1.851 -0.033 -0.045 -0.091 0.697
H 2.949 2.648 5.101 0.013 -0.301 0.163 0.044
H 2.517 0.175 1.666 0.114 0.035 -0.024 0.127
H 3.490 1.530 1.167 -0.204 0.106 -0.242 0.121
H 1.041 2.753 1.489 -0.070 -0.086 0.045 0.111
H -0.684 1.568 0.793 -0.036 -0.185 -0.203 0.172
H -0.933 1.693 4.209 0.084 0.252 0.059 0.116
H -2.373 0.174 2.164 -0.617 -0.016 -0.080 0.003
H 1.291 -0.441 -0.053 0.091 0.334 0.281 0.154
H -1.614 -1.181 0.483 -0.190 0.217 -0.342 0.104
H -0.111 -1.912 1.051 -0.047 0.079 0.037 0.110
H -2.131 -3.969 -2.263 0.024 0.110 -0.008 0.084
H -2.847 -3.053 -0.950 -0.031 -0.058 0.089 0.085
H -2.388 -4.790 -0.716 -0.136 0.076 0.095 0.078
H 0.198 -0.042 -2.114 0.039 0.116 -0.071 0.142
H -2.019 1.439 -1.007 -0.118 0.015 -0.064 0.087
H -1.461 0.453 -3.508 -0.009 -0.011 -0.001 0.068
H -2.454 -0.773 -2.704 0.191 -0.026 -0.212 0.102
H -3.389 1.642 -3.918 -0.142 0.000 0.005 0.074
H -4.360 0.467 -3.021 0.032 -0.014 -0.044 0.070
H -3.659 1.844 -2.199 0.051 0.015 0.037 0.060
H -0.550 3.869 -1.468 0.260 -0.137 0.262 0.119
H -1.288 2.648 -2.413 0.085 -0.235 0.197 0.097
H 1.356 3.770 -3.298 0.136 -0.492 -0.337 0.070
H -0.473 5.012 -4.804 -0.257 0.054 0.007 0.067
H 0.209 5.722 -3.366 -0.092 -0.007 0.111 0.082
H -1.382 4.978 -3.246 -0.166 -0.106 -0.268 0.081
H 3.741 2.067 -0.927 -0.117 0.055 0.173 0.114
H 2.983 0.530 -0.640 -0.121 -0.004 -0.027 0.104
H 2.782 2.021 -3.336 -0.735 0.284 0.256 0.097
H 3.050 -0.860 -2.469 -0.697 -0.122 0.242 0.054
H 2.281 -0.264 -4.046 0.756 0.150 -0.327 0.068
H 1.015 4.314 -0.246 0.037 -0.007 -0.068 0.103
H 2.170 4.133 -1.542 0.229 -0.275 -0.038 0.134
C 3.604 6.552 5.693 -0.069 0.046 -0.066 -0.079
C 3.272 6.839 7.083 0.062 -0.006 0.011 -0.283
N 3.010 7.066 8.177 -0.052 -0.016 -0.020 0.130
H 4.652 6.274 5.609 -0.064 0.037 0.091 0.026
H 2.988 5.729 5.330 -0.011 0.008 -0.015 0.063
H 3.414 7.431 5.079 -0.018 -0.002 0.002 0.082
C -5.934 -1.211 0.892 0.031 -0.358 0.072 -0.061
C -4.749 -0.381 1.026 0.003 0.104 -0.371 -0.219
N -3.816 0.289 1.039 0.144 -0.082 0.421 0.157
H -5.718 -2.240 1.180 0.117 0.052 0.003 0.094
H -6.729 -0.819 1.516 -0.042 0.017 0.011 0.066
H -6.259 -1.190 -0.146 -0.034 0.060 0.007 0.093
C 2.344 -6.032 -2.018 0.032 -0.020 -0.153 -0.079
C 2.888 -6.363 -3.330 -0.021 0.054 -0.002 -0.284
N 3.301 -6.624 -4.370 -0.040 -0.005 -0.002 0.126
H 2.567 -6.822 -1.304 -0.012 0.114 -0.154 0.023
H 2.776 -5.103 -1.655 -0.054 0.046 -0.038 0.047
H 1.264 -5.909 -2.091 -0.003 0.004 0.065 0.064
C -7.088 3.137 2.651 0.003 -0.023 -0.020 -0.042
C -7.135 2.180 1.552 -0.073 -0.025 0.014 -0.234
N -7.181 1.434 0.679 0.001 0.168 0.192 0.157
H -7.448 2.667 3.565 -0.008 0.008 0.001 0.090
H -6.065 3.476 2.801 -0.003 0.006 0.001 0.086
H -7.718 3.994 2.420 -0.003 0.000 0.003 0.091
C -7.387 3.492 -1.857 0.087 0.152 -0.076 -0.072
C -6.297 4.205 -2.515 -0.028 -0.046 -0.087 -0.284
N -5.425 4.744 -3.032 0.047 -0.020 0.080 0.122
H -7.735 2.677 -2.488 0.003 -0.002 0.002 0.087
H -7.025 3.080 -0.919 -0.072 -0.028 -0.073 0.022
H -8.217 4.168 -1.660 0.008 0.008 -0.022 0.086
C -0.757 -5.872 -4.921 0.030 0.068 -0.035 -0.062
C -1.296 -4.537 -5.163 0.041 -0.040 0.034 -0.286
N -1.716 -3.484 -5.344 -0.016 0.004 0.115 0.125
H 0.321 -5.817 -4.777 0.011 -0.017 -0.039 0.064
H -1.218 -6.302 -4.032 -0.013 -0.010 -0.009 0.078
H -0.966 -6.514 -5.774 0.011 -0.013 0.002 0.088
C 5.669 -5.233 -0.102 -0.023 0.008 -0.004 -0.056
C 5.010 -4.091 -0.727 -0.019 0.040 -0.010 -0.281
N 4.472 -3.206 -1.223 0.001 0.036 0.081 0.132
H 6.532 -4.895 0.468 0.004 -0.005 -0.004 0.084
H 4.970 -5.740 0.563 -0.017 -0.015 -0.021 0.070
H 5.999 -5.931 -0.870 0.005 0.001 -0.004 0.089
C 0.634 -9.282 0.526 0.019 0.018 0.011 -0.050
C 1.721 -8.316 0.634 0.021 -0.025 0.110 -0.254
N 2.575 -7.554 0.714 -0.018 -0.119 0.192 0.141
H 1.010 -10.283 0.731 -0.002 -0.003 -0.002 0.088
H -0.148 -9.039 1.243 -0.005 -0.001 -0.005 0.086
H 0.218 -9.258 -0.480 -0.001 -0.005 0.001 0.085
C -1.033 -3.948 3.130 -0.060 -0.021 -0.031 -0.053
C -2.121 -4.693 2.504 -0.003 0.004 -0.034 -0.271
N -2.977 -5.262 1.990 0.055 0.096 -0.001 0.134
H -0.326 -3.637 2.363 0.071 -0.045 0.037 0.058
H -1.429 -3.067 3.632 0.030 0.003 0.013 0.077
H -0.512 -4.572 3.854 -0.013 -0.008 0.003 0.092
C 7.293 4.830 3.988 -0.008 0.011 0.042 -0.060
C 6.936 5.130 5.372 0.111 -0.050 0.030 -0.276
N 6.656 5.365 6.460 0.011 -0.043 -0.109 0.146
H 8.344 4.558 3.930 0.003 0.001 -0.006 0.086
H 6.689 4.002 3.622 0.004 -0.001 -0.007 0.078
H 7.117 5.704 3.363 0.009 -0.002 -0.007 0.084

[2]
126
Properties=species:S:1:pos:R:3:forces:R:3:lowdin_charge:R:1 method="wB97M-V/def2-TZVPD" lumo_energy_ev=-1.35 e_above_lowest_kcal_mol=0.00 smiles="NCc1c(CC(=O)O)c(CCC(N)=O)c(Cl)c2c1C(=O)C(Cl)=C([PH2]=O)C2=O.CCOC(C)=O.CCOC(C)=O.CCOC(C)=O.CCOC(C)=O.CCOC(C)=O.CCOC(C)=O" energy_ha=-4287.58032 homo_ev=-9.30
N -1.951 0.194 3.586 -0.049 0.124 -0.167 0.037
C -2.343 -0.693 2.471 -0.284 0.337 0.299 -0.214
C -1.852 -0.168 1.145 0.402 -0.256 0.099 -0.070
C -2.593 0.806 0.469 0.013 0.187 -0.098 -0.092
C -3.871 1.266 1.127 -0.071 0.177 -0.175 -0.047
C -5.019 0.367 0.715 -0.177 -0.018 -0.238 -0.503
O -4.982 -0.380 -0.220 0.029 -0.057 0.172 0.151
O -6.116 0.510 1.509 0.553 -0.119 0.502 0.100
C -2.193 1.308 -0.781 -0.181 -0.213 0.177 -0.136
C -3.043 2.341 -1.496 0.008 -0.063 -0.008 -0.128
C -3.358 2.087 -2.981 -0.015 0.065 0.104 -0.124
C -2.782 3.015 -4.039 -0.021 -0.068 -0.186 -0.521
N -2.146 4.262 -3.687 -0.160 -0.142 0.294 0.094
O -2.896 2.712 -5.195 0.286 0.095 0.079 0.082
C -0.993 0.826 -1.314 0.088 0.160 -0.070 -0.455
Cl -0.408 1.480 -2.811 0.013 0.074 0.002 0.876
C -0.246 -0.157 -0.680 -0.034 -0.025 0.195 -0.090
C -0.680 -0.649 0.560 -0.050 0.213 -0.081 -0.024
C 0.164 -1.678 1.238 -0.082 0.059 0.056 -0.359
O 0.266 -1.800 2.431 -0.007 -0.062 -0.081 0.122
C 0.917 -2.583 0.306 -0.172 -0.005 -0.144 -0.594
Cl 1.251 -4.136 0.903 0.172 -0.191 0.065 0.829
C 1.299 -2.144 -0.893 0.141 0.126 0.171 -0.268
P 2.196 -3.210 -2.031 -0.064 -0.893 -0.800 0.729
O 1.354 -4.322 -2.543 -0.142 -0.041 0.132 -0.443
C 1.015 -0.726 -1.249 0.085 -0.126 0.003 -0.360
O 1.803 -0.124 -1.940 -0.026 0.080 -0.001 0.062
H -2.706 0.272 4.256 0.050 -0.126 0.088 0.071
H -1.777 1.136 3.256 0.115 -0.022 -0.013 0.068
H -3.428 -0.785 2.411 0.030 -0.137 -0.034 0.094
H -1.971 -1.690 2.668 0.053 -0.047 -0.062 0.095
H -4.126 2.291 0.862 -0.037 0.019 0.030 0.128
H -3.782 1.267 2.211 -0.067 -0.055 -0.030 0.112
H -6.475 -0.375 1.663 -0.349 0.061 -0.399 0.129
H -2.575 3.315 -1.330 0.028 0.048 -0.163 0.119
H -4.005 2.395 -1.000 0.035 0.009 0.076 0.096
H -3.069 1.080 -3.273 -0.082 -0.029 -0.073 0.118
H -4.438 2.135 -3.144 -0.020 -0.029 0.035 0.114
H -1.302 4.028 -3.165 0.093 0.077 -0.135 0.048
H -2.730 4.738 -3.002 -0.016 0.048 -0.046 0.078
H 3.363 -3.641 -1.384 0.014 0.271 0.256 0.024
H 2.667 -2.421 -3.088 0.062 0.444 0.312 0.029
O -2.090 -1.942 -7.508 -0.006 0.022 -0.019 0.103
C -1.913 -2.988 -6.948 0.044 -0.091 -0.112 -0.534
O -0.876 -3.101 -6.097 -0.054 0.115 0.144 -0.002
C -0.682 -4.242 -5.247 0.133 -0.119 0.011 -0.234
C 0.075 -5.345 -5.954 -0.066 -0.004 -0.139 -0.062
C -2.776 -4.198 -7.231 -0.187 0.051 0.227 0.009
H -1.633 -4.587 -4.840 -0.024 0.013 -0.054 0.112
H -0.092 -3.879 -4.409 0.002 0.051 0.015 0.088
H -0.477 -5.730 -6.812 -0.031 -0.035 0.036 0.065
H 0.267 -6.168 -5.266 0.025 0.024 0.029 0.082
H 1.029 -4.966 -6.320 0.026 -0.002 0.056 0.083
H -2.361 -4.725 -8.090 0.018 -0.017 -0.001 0.093
H -3.772 -3.846 -7.485 0.045 0.044 -0.108 0.088
H -2.862 -4.890 -6.398 0.086 -0.051 -0.049 0.068
O 3.705 -2.142 1.119 -0.012 0.026 -0.048 0.070
C 4.218 -1.053 1.111 0.073 0.065 0.191 -0.507
O 5.486 -0.950 0.681 -0.039 -0.085 -0.226 0.007
C 6.128 0.311 0.443 0.138 0.179 0.082 -0.225
C 6.707 0.892 1.714 -0.053 -0.173 -0.018 -0.064
C 3.510 0.171 1.640 -0.119 0.061 -0.286 0.039
H 5.442 1.003 -0.049 -0.060 -0.039 0.017 0.114
H 6.914 0.085 -0.275 -0.011 -0.076 0.015 0.122
H 5.935 1.113 2.444 0.004 0.089 0.005 0.045
H 7.246 1.817 1.505 0.000 0.009 -0.002 0.081
H 7.398 0.184 2.171 0.047 0.016 -0.041 0.090
H 3.680 0.233 2.715 0.015 0.010 0.014 0.101
H 2.442 0.052 1.470 -0.001 -0.084 0.097 0.076
H 3.825 1.102 1.177 0.069 0.008 0.075 0.078
O -4.034 -3.021 1.634 -0.057 -0.013 -0.017 0.100
C -3.671 -4.152 1.456 0.139 -0.028 0.065 -0.503
O -4.434 -5.152 1.937 -0.144 0.032 -0.074 0.005
C -4.192 -6.528 1.623 0.061 -0.178 0.025 -0.234
C -3.179 -7.156 2.557 0.049 0.116 0.050 -0.062
C -2.354 -4.475 0.789 -0.160 0.072 -0.267 0.014
H -3.908 -6.639 0.576 0.020 0.033 0.006 0.113
H -5.160 -7.010 1.741 -0.026 0.051 0.019 0.123
H -2.201 -6.683 2.468 0.011 -0.031 -0.046 0.068
H -3.067 -8.218 2.335 -0.016 -0.006 -0.006 0.082
H -3.506 -7.048 3.592 -0.027 -0.032 -0.004 0.084
H -1.574 -4.463 1.550 0.012 -0.034 0.014 0.071
H -2.145 -3.694 0.060 0.011 0.084 0.092 0.093
H -2.328 -5.428 0.267 0.045 -0.047 0.110 0.077
O 6.167 2.826 4.120 0.016 0.047 -0.024 0.081
C 6.685 3.912 4.113 -0.017 0.054 0.224 -0.512
O 7.966 4.003 3.714 -0.008 -0.064 -0.179 0.001
C 8.625 5.257 3.498 0.106 0.143 0.040 -0.233
C 9.224 5.813 4.773 -0.070 -0.080 0.089 -0.062
C 5.963 5.139 4.616 -0.085 0.077 -0.296 0.022
H 7.951 5.967 3.017 -0.030 -0.013 0.027 0.112
H 9.412 5.032 2.781 -0.013 -0.060 0.000 0.123
H 8.457 6.035 5.514 -0.013 0.050 -0.028 0.069
H 9.774 6.730 4.562 0.008 -0.001 -0.016 0.083
H 9.909 5.088 5.212 0.032 0.010 -0.029 0.084
H 6.106 5.205 5.695 0.009 0.004 0.015 0.100
H 4.903 5.012 4.417 -0.008 -0.087 0.100 0.096
H 6.288 6.069 4.156 0.072 0.006 0.087 0.072
O -6.418 2.224 -4.717 0.022 0.025 0.041 0.096
C -6.454 2.751 -5.797 -0.026 -0.102 -0.092 -0.511
O -7.471 3.607 -6.045 0.011 0.103 0.119 -0.006
C -7.514 4.436 -7.209 -0.049 0.038 -0.148 -0.243
C -8.127 3.722 -8.396 0.007 -0.116 0.037 -0.066
C -5.446 2.451 -6.877 0.129 0.177 0.149 0.019
H -6.524 4.831 -7.436 0.010 -0.031 0.001 0.111
H -8.135 5.283 -6.921 -0.011 -0.023 0.048 0.121
H -7.529 2.862 -8.697 0.039 0.033 -0.026 0.068
H -8.205 4.401 -9.246 -0.003 0.014 0.006 0.080
H -9.124 3.362 -8.143 -0.016 0.038 -0.004 0.082
H -5.784 1.590 -7.454 -0.046 0.005 0.010 0.100
H -4.512 2.207 -6.377 -0.126 -0.130 -0.149 0.058
H -5.267 3.285 -7.551 -0.046 -0.063 -0.068 0.076
O 2.959 3.070 7.453 -0.011 0.032 0.002 0.100
C 3.392 1.954 7.352 0.148 0.043 0.117 -0.523
O 2.645 0.933 7.821 -0.134 0.018 -0.069 -0.002
C 2.969 -0.438 7.576 0.055 -0.146 0.023 -0.236
C 3.944 -0.987 8.597 0.042 0.111 0.048 -0.065
C 4.765 1.681 6.787 -0.200 -0.084 -0.265 0.016
H 3.326 -0.573 6.554 0.021 0.027 0.005 0.111
H 2.017 -0.962 7.648 -0.028 0.045 0.007 0.123
H 4.904 -0.471 8.553 0.015 -0.030 -0.046 0.067
H 4.117 -2.049 8.421 -0.015 -0.007 -0.006 0.081
H 3.545 -0.859 9.603 -0.027 -0.033 -0.005 0.082
H 5.498 1.765 7.589 -0.006 -0.018 0.020 0.099
H 4.972 2.433 6.032 0.046 0.055 0.093 0.056
H 4.868 0.710 6.309 0.055 -0.045 0.118 0.074